A cluster of 2 separate species, H2NO2P in total. Source: OMol25; level of theory: wB97M-V/def2-TZVPD.

Each line ends with the natural charge from an NBO analysis.
CARTESIAN COORDINATES (ANGSTROEM)
N 0.8121 0.6063 0.0319  -0.119
O -1.3536 0.8716 0.2336  -1.004
O 0.4926 -0.8198 0.0531  -0.637
P -1.8149 -0.4337 -0.1445  0.975
H 0.7258 0.8771 -0.8770  0.285
H 1.1380 -1.1015 0.7029  0.501

Results
frontier orbital gap (spin up / spin down) = 0.3770 / 0.2225 hartree
energy relative to the best compared isomer or geometry (same formula, charge and spin) = 5.631 eV
highest occupied orbital energy (spin up / spin down) = -10.1 / -7.0 eV

=====

An isolated molecule of C4H7N3O. Source: OMol25; level of theory: wB97M-V/def2-TZVPD.

Each line ends with the natural charge from an NBO analysis.
CARTESIAN COORDINATES (ANGSTROEM)
C 0.6083 1.5517 -1.4516  0.486
C -1.2241 -0.2478 0.5385  -0.307
C -0.2484 -1.1975 1.3165  -0.257
C 1.5306 -0.3072 0.0167  0.264
H 1.5389 2.4517 -1.1467  0.153
H -1.5126 0.2233 -1.4477  0.376
H -1.3372 0.7018 1.0749  0.203
H -2.1584 -0.7419 0.8795  0.222
H -0.1641 -0.9394 2.5906  0.218
H -0.1387 -2.3124 1.1654  0.240
H 2.4575 0.1037 -0.1184  0.182
N 0.4595 0.0436 -1.1753  -0.377
N -0.9608 -0.4264 -0.9127  -0.421
N 1.1999 -0.8827 1.0290  -0.422
O -0.0505 1.9795 -2.3585  -0.559

Results
frontier orbital gap = 0.3767 hartree
SMILES = O=CN1C=NCCN1
energy relative to the best compared isomer or geometry (same formula, charge and spin) = 5.498 eV
highest occupied orbital energy = -9.4 eV

=====

An isolated molecule of C26H29NO5S2. Source: OMol25; level of theory: wB97M-V/def2-TZVPD.

Each line ends with the natural charge from an NBO analysis.
CARTESIAN COORDINATES (ANGSTROEM)
C -0.1242 -3.9661 0.8850  -0.748
H -0.4332 -4.2476 1.8864  0.234
H -0.5093 -4.6823 0.1658  0.213
H 0.9599 -3.8957 0.8439  0.237
S -0.8696 -2.3375 0.5669  0.171
C -0.7589 -2.2304 -1.2509  -0.523
C 0.6331 -2.4973 -1.8053  -0.413
H 0.9004 -3.5458 -1.6631  0.231
H 0.6396 -2.2926 -2.8785  0.221
C 1.7160 -1.6646 -1.0981  -0.204
N 3.0053 -2.3057 -1.1832  -0.840
S 3.9113 -2.1399 0.2197  2.321
O 3.1539 -2.7810 1.2544  -0.946
O 5.2296 -2.6066 -0.0738  -0.925
C 3.8924 -0.3728 0.4858  -0.349
C 2.9427 0.1680 1.3009  -0.150
C 2.7837 1.5684 1.3592  -0.105
C 1.7821 2.1743 2.1469  -0.178
C 1.6184 3.5319 2.1393  -0.214
C 2.4545 4.3421 1.3537  -0.206
C 3.4414 3.7844 0.5883  -0.202
C 3.6330 2.3864 0.5644  0.031
C 4.6290 1.7807 -0.2347  -0.199
C 4.7522 0.4207 -0.2821  -0.185
H 5.4918 -0.0695 -0.8947  0.242
H 5.2775 2.4119 -0.8236  0.221
H 4.0867 4.4062 -0.0147  0.216
H 2.3118 5.4123 1.3611  0.221
H 0.8460 3.9917 2.7375  0.221
H 1.1483 1.5420 2.7514  0.219
H 2.3110 -0.4782 1.8916  0.245
H 3.5244 -2.0372 -2.0088  0.416
C 1.7888 -0.2573 -1.6746  0.811
O 2.5772 0.0686 -2.5250  -0.608
O 0.8872 0.5424 -1.1199  -0.508
C 0.7568 1.8732 -1.6176  -0.194
H 1.1035 2.5698 -0.8459  0.218
C -0.7071 2.1800 -1.9534  0.557
O -0.9806 2.8857 -2.8954  -0.518
C -1.7091 1.5412 -1.0874  -0.193
C -2.9574 1.2320 -1.6323  -0.143
C -3.9064 0.5742 -0.8793  -0.238
C -3.6518 0.2313 0.4458  0.046
C -2.4226 0.5810 0.9959  -0.217
C -1.4559 1.2185 0.2458  -0.160
H -0.5125 1.4785 0.6985  0.224
H -2.2153 0.3324 2.0258  0.216
C -4.6597 -0.5308 1.2647  -0.245
C -4.7689 -1.9621 0.7316  -0.601
H -5.1380 -1.9637 -0.2912  0.199
H -5.4533 -2.5409 1.3473  0.207
H -3.7918 -2.4387 0.7494  0.227
C -6.0257 0.1570 1.2748  -0.596
H -5.9301 1.1878 1.6087  0.212
H -6.4735 0.1561 0.2846  0.201
H -6.6986 -0.3644 1.9515  0.212
H -4.2926 -0.5804 2.2950  0.203
H -4.8540 0.3219 -1.3302  0.215
H -3.1515 1.4970 -2.6612  0.230
H 1.3742 1.9996 -2.5127  0.245
H 1.4524 -1.6054 -0.0379  0.267
H -1.0904 -1.2166 -1.4740  0.236
H -1.4746 -2.9385 -1.6714  0.223

Results
frontier orbital gap = 0.3162 hartree
SMILES = CSCC[C@@H](NS(=O)(=O)c1ccc2ccccc2c1)C(=O)OCC(=O)c1ccc(C(C)C)cc1
energy relative to the best compared isomer or geometry (same formula, charge and spin) = 0.000 eV
highest occupied orbital energy = -8.7 eV

=====

A structure of composition C6H5As2CuF20O4. Source: OMol25; level of theory: wB97M-V/def2-TZVPD.

Each line ends with the natural charge from an NBO analysis.
CARTESIAN COORDINATES (ANGSTROEM)
Cu -0.0810 1.4478 0.4566  0.718
As -4.3068 6.3078 -2.6870  2.795
F -2.9364 7.3905 -3.0776  -0.627
F -4.7858 7.4255 -1.4097  -0.635
F -5.6922 5.2739 -2.2892  -0.630
F -3.8762 5.1924 -4.0862  -0.626
F -3.2372 5.3908 -1.5725  -0.635
F -5.4111 7.1904 -3.8394  -0.643
As 3.5046 1.7742 -5.1001  2.792
F 3.6267 1.8812 -6.9211  -0.632
F 5.2520 1.4679 -4.8451  -0.635
F 3.1927 1.5933 -3.3763  -0.638
F 1.6913 2.0006 -5.2787  -0.629
F 3.2307 0.0047 -5.3284  -0.634
F 3.8181 3.5135 -4.8979  -0.625
O -0.7487 -3.0246 -2.1718  -0.706
C -1.5545 -2.3642 -2.9311  0.905
O -2.0402 -1.2418 -2.6434  -0.683
O -1.8195 -2.7179 -4.0721  -0.724
H -0.4083 -3.6676 -2.7982  0.490
C 1.1941 -3.1662 3.7836  -0.149
C 2.4031 -2.5302 4.4093  0.602
C 3.1695 -1.5621 3.4555  0.520
F 3.6378 -2.1208 2.3491  -0.317
F 2.5105 -0.5028 3.0982  -0.313
F 2.1297 -1.8712 5.5597  -0.325
F 3.2126 -3.4970 4.8361  -0.318
O 0.2960 -2.1584 3.2959  -0.517
C -0.9863 -2.0327 3.9331  0.856
C -2.0118 -3.1653 3.5073  0.492
F -1.6135 -4.3650 3.8992  -0.329
F -3.2144 -3.0903 4.1650  -0.328
F -0.9228 -1.9288 5.2505  -0.305
F -1.3982 -0.8105 3.5068  -0.319
H 0.7192 -3.8556 4.4817  0.222
H 1.5489 -3.7806 2.9561  0.224
H 4.0356 -1.1259 3.9532  0.130
H -2.1281 -3.2749 2.4291  0.174

Results
frontier orbital gap = 0.1103 hartree
energy relative to the best compared isomer or geometry (same formula, charge and spin) = 5.869 eV
highest occupied orbital energy = -3.1 eV
net charge = -2

=====

A cluster of 2 separate species, C3H7ClOS in total. Source: OMol25; level of theory: wB97M-V/def2-TZVPD.

Each line ends with the natural charge from an NBO analysis.
CARTESIAN COORDINATES (ANGSTROEM)
C 0.3905 -1.7682 0.6008  -0.586
C -0.9117 -0.9626 0.4115  -0.505
C -0.6247 0.3921 -0.1253  0.262
O -1.1003 1.3321 0.6406  -0.650
S 0.3027 0.6493 -1.4032  -0.100
Cl 2.2468 3.7036 -1.9521  -0.328
H 0.5612 -2.4872 -0.1541  0.216
H 0.4143 -2.2388 1.5308  0.208
H 1.2785 -1.0134 0.5847  0.215
H -1.2600 -0.9064 1.3927  0.228
H -1.7036 -1.6171 -0.1440  0.250
H -1.0907 2.2799 0.2961  0.515
H 1.4970 2.6367 -1.6786  0.276

Results
frontier orbital gap = 0.3491 hartree
SMILES = CCC(O)=S.Cl
energy relative to the best compared isomer or geometry (same formula, charge and spin) = 0.649 eV
highest occupied orbital energy = -9.4 eV

=====

A structure of composition C12H20F5N6O3PtSTe. Source: OMol25; level of theory: wB97M-V/def2-TZVPD.

Each line ends with the natural charge from an NBO analysis.
CARTESIAN COORDINATES (ANGSTROEM)
Pt -0.0883 0.5604 0.3045  1.123
N -0.8280 -1.4445 -0.8355  -0.811
C 0.0464 -1.8092 -1.9465  -0.189
C 0.0761 -3.3339 -2.1823  -0.405
C 1.2114 -4.1144 -1.5098  -0.436
C 1.3576 -3.9559 0.0139  -0.230
N 2.0918 -2.7695 0.4184  -0.593
C 3.3924 -2.5669 0.2319  0.703
N 3.9193 -1.4005 0.5876  -0.753
N 4.1865 -3.5374 -0.2298  -0.769
C 1.4849 -1.1842 -1.7643  0.771
O 2.4085 -1.6340 -2.4123  -0.670
O 1.5890 -0.2198 -0.9535  -0.812
H -0.7471 -2.1169 -0.0779  0.383
H -1.7976 -1.3964 -1.1277  0.399
H -0.3447 -1.3194 -2.8451  0.223
H 0.1706 -3.5042 -3.2569  0.244
H -0.8899 -3.7429 -1.8704  0.203
H 2.1406 -3.8269 -2.0004  0.249
H 1.0329 -5.1709 -1.7110  0.226
H 1.8623 -4.8405 0.4189  0.210
H 0.3781 -3.9102 0.4908  0.211
H 1.5938 -2.0258 0.9023  0.446
H 3.3244 -0.5944 0.7280  0.445
H 4.9001 -1.2208 0.4463  0.416
H 3.8186 -4.4448 -0.4577  0.420
H 5.1538 -3.3573 -0.4413  0.424
N -3.5818 5.2757 -3.7639  -0.744
C -3.1067 5.3586 -2.5173  0.060
S -3.1160 6.7779 -1.6730  -0.053
C -2.5035 4.1664 -1.9087  -0.024
C -1.7974 3.2186 -2.6582  -0.224
C -1.2219 2.1435 -2.0099  0.063
N -1.3252 1.9602 -0.6916  -0.442
C -1.9976 2.8586 0.0363  0.050
C -2.5862 3.9707 -0.5293  -0.180
H -3.9840 6.1022 -4.1798  0.429
H -3.7246 4.3894 -4.2186  0.397
H -1.6738 3.3309 -3.7249  0.244
H -0.6417 1.4051 -2.5520  0.228
H -2.0659 2.6835 1.1025  0.241
H -3.1127 4.6846 0.0835  0.272
F 0.2240 0.8364 4.2423  -0.584
Te 1.4582 0.9035 2.8008  3.357
F 2.6630 1.4171 1.3808  -0.610
F 2.1517 2.4311 3.6742  -0.566
F 2.9046 0.0393 3.6935  -0.594
F 0.2380 2.2776 2.0845  -0.613
O 0.9133 -0.5974 2.0077  -1.134

Results
frontier orbital gap = 0.2264 hartree
energy relative to the best compared isomer or geometry (same formula, charge and spin) = 1.931 eV
highest occupied orbital energy = -11.3 eV
net charge = +1

=====

> What is the formula in the third record?

C26H29NO5S2